# C38H57F4NO4

3 unconnected molecules or ions with the total composition C38H57F4NO4 (the ωB97M-V functional and the def2-TZVPD basis, the OMol25 dataset).

Structure (XYZ):
```
104
Properties=species:S:1:pos:R:3
C 6.391 -3.232 1.882
C 5.756 -1.699 2.003
O 6.058 -0.945 0.760
C 6.469 0.447 1.076
C 5.183 1.346 1.574
O 5.001 1.357 3.055
C 3.512 1.410 3.208
C 2.739 -0.011 3.526
C 1.102 0.042 3.645
C 0.200 1.440 3.476
C 0.969 2.857 3.161
C 2.628 2.780 3.036
C 3.425 4.195 2.671
C 2.946 4.559 1.110
F 4.009 5.209 0.310
C -1.459 1.276 3.606
O -2.236 2.148 4.279
C -2.066 -0.095 2.866
C -3.453 -0.137 1.992
C -3.907 -1.574 1.268
C -5.323 -1.479 0.389
C -5.053 -0.370 -0.786
C -5.613 1.137 -0.466
F -4.503 2.147 -0.529
F -6.354 1.276 0.809
F -6.582 1.509 -1.560
C -2.996 -2.946 1.393
C -3.459 -4.337 0.620
C -1.597 -2.918 2.309
C -0.643 -4.248 2.480
C 0.869 -4.082 1.833
N 1.910 -4.998 2.481
C -1.162 -1.491 3.018
C 0.243 -1.367 3.917
O 0.677 -2.313 4.754
H 6.434 -3.588 0.760
H 7.492 -3.209 2.330
H 5.709 -4.031 2.444
H 4.570 -1.825 2.030
H 6.170 -1.105 2.932
H 6.816 0.915 0.037
H 7.403 0.507 1.783
H 5.198 2.442 1.112
H 4.215 0.828 1.109
H 3.292 -1.034 3.668
H 0.358 3.865 3.005
H 3.195 5.056 3.431
H 4.574 3.898 2.629
H 2.752 3.497 0.602
H 1.907 5.113 1.083
H -4.079 0.850 1.903
H -5.566 -2.504 -0.173
H -6.247 -1.267 1.075
H -3.868 -0.272 -0.883
H -5.426 -0.696 -1.855
H -4.047 -5.087 1.301
H -4.080 -4.088 -0.364
H -2.490 -4.910 0.227
H -0.594 -4.505 3.621
H -1.129 -5.176 1.917
H 1.294 -2.992 1.876
H 0.799 -4.406 0.703
H 2.114 -4.712 3.466
H 2.817 -4.840 1.952
C 6.359 -5.495 -5.274
C 5.563 -4.204 -5.157
C 5.997 -3.329 -3.979
C 5.815 -3.954 -2.591
C 4.387 -4.390 -2.248
C 3.396 -3.238 -2.221
H 6.217 -6.138 -4.400
H 6.035 -6.058 -6.155
H 7.428 -5.286 -5.380
H 4.495 -4.437 -5.089
H 5.695 -3.631 -6.082
H 5.448 -2.381 -4.026
H 7.056 -3.068 -4.103
H 6.154 -3.230 -1.840
H 6.479 -4.821 -2.493
H 4.398 -4.863 -1.259
H 4.041 -5.156 -2.950
H 3.703 -2.476 -1.497
H 2.405 -3.602 -1.927
H 3.298 -2.765 -3.201
C -8.614 7.387 -3.600
C -7.402 6.469 -3.565
C -7.669 5.137 -2.860
C -8.046 5.242 -1.377
C -7.024 5.956 -0.488
C -5.677 5.254 -0.435
H -8.929 7.679 -2.595
H -8.377 8.302 -4.152
H -9.458 6.900 -4.100
H -6.560 6.990 -3.096
H -7.096 6.259 -4.597
H -6.784 4.500 -2.967
H -8.479 4.615 -3.385
H -8.205 4.227 -0.990
H -9.011 5.753 -1.282
H -7.429 6.009 0.530
H -6.887 6.991 -0.817
H -5.785 4.227 -0.072
H -5.004 5.784 0.248
H -5.196 5.226 -1.417
```

Its total charge is 0. The total energy is -60856.2340 eV. The HOMO-LUMO gap is 7.2 eV. As for the structure (SMILES): CCOCCOc1cc2c(cc1CCF)C(=O)c1cc(CCC(F)(F)F)c(C)c(CCN)c1C2=O.CCCCCC.CCCCCC. The value obtained for the strongest force on any atom is 0.16875 hartree/bohr.



# C38H57N3O8S3

3 unconnected molecules or ions with the total composition C38H57N3O8S3 (the ωB97M-V functional and the def2-TZVPD basis, the OMol25 dataset).

Structure (XYZ):
```
109
Properties=species:S:1:pos:R:3
O -4.661 -3.358 5.629
C -5.081 -3.263 4.508
O -6.114 -4.101 4.077
C -4.507 -2.186 3.511
C -2.983 -2.480 3.272
O -2.157 -1.271 3.405
S -0.753 -1.617 2.567
O -0.238 -0.610 1.665
O 0.198 -1.822 3.644
O -1.272 -2.943 1.720
C -2.738 -2.885 1.764
C -3.209 -4.340 1.418
C -3.407 -4.642 -0.124
C -3.650 -3.380 -1.036
S -2.141 -2.470 -1.521
C -1.365 -3.270 -2.942
S -2.052 -4.536 -3.735
N -0.079 -2.709 -3.376
C 0.975 -2.940 -2.410
C 2.288 -2.266 -2.513
C 3.374 -2.483 -1.575
C 3.240 -3.398 -0.428
C 1.957 -4.103 -0.329
C 0.853 -3.883 -1.280
C -0.316 -1.291 -3.639
C -0.075 -0.190 -2.713
C -0.370 1.204 -3.010
C -0.949 1.554 -4.300
C -1.196 0.470 -5.271
C -0.890 -0.932 -4.953
H -5.894 -5.029 4.282
H -4.698 -1.192 3.988
H -5.046 -2.267 2.529
H -2.507 -3.153 4.032
H -3.170 -2.012 1.209
H -4.147 -4.535 2.013
H -2.387 -5.025 1.777
H -2.570 -5.271 -0.514
H -4.344 -5.269 -0.210
H -4.247 -3.718 -1.934
H -4.332 -2.657 -0.501
H 2.467 -1.556 -3.352
H 4.322 -1.908 -1.719
H 4.063 -3.542 0.314
H 1.834 -4.812 0.525
H -0.065 -4.484 -1.098
H 0.343 -0.463 -1.707
H -0.167 1.946 -2.198
H -1.197 2.619 -4.528
H -1.661 0.776 -6.242
H -1.134 -1.680 -5.739
C 7.242 -0.155 -4.477
C 6.043 -0.150 -5.462
C 6.468 0.481 -6.802
C 6.613 1.999 -6.744
C 5.356 2.643 -6.170
C 4.939 2.048 -4.816
N 4.887 0.557 -4.837
O 3.786 0.200 -5.489
C 5.917 2.530 -3.722
C 3.591 2.671 -4.400
C 5.753 -1.643 -5.715
H 7.807 -1.087 -4.533
H 7.958 0.643 -4.677
H 6.909 -0.068 -3.440
H 5.730 0.238 -7.574
H 7.413 0.041 -7.135
H 7.491 2.279 -6.153
H 6.792 2.384 -7.751
H 5.518 3.721 -6.071
H 4.542 2.525 -6.895
H 5.700 2.053 -2.763
H 5.827 3.609 -3.573
H 6.964 2.353 -3.962
H 2.811 2.518 -5.147
H 3.691 3.751 -4.272
H 3.243 2.255 -3.450
H 5.436 -2.144 -4.796
H 6.648 -2.150 -6.080
H 4.983 -1.798 -6.473
C -4.035 1.582 4.645
C -2.820 2.535 4.792
C -1.859 1.996 5.869
C -2.367 2.192 7.294
C -2.759 3.645 7.538
C -3.746 4.186 6.490
N -3.303 3.916 5.092
O -2.321 4.763 4.806
C -5.140 3.569 6.734
C -3.963 5.690 6.751
C -2.101 2.444 3.432
H -3.866 0.833 3.870
H -4.250 1.026 5.560
H -4.936 2.124 4.351
H -0.889 2.499 5.780
H -1.667 0.934 5.697
H -3.213 1.529 7.495
H -1.584 1.904 8.001
H -3.188 3.739 8.540
H -1.849 4.256 7.541
H -5.844 3.864 5.952
H -5.553 3.913 7.687
H -5.133 2.482 6.795
H -3.030 6.256 6.733
H -4.404 5.849 7.736
H -4.641 6.122 6.011
H -2.735 2.821 2.624
H -1.849 1.407 3.198
H -1.160 2.995 3.414
```

Its total charge is 0. The total energy is -93678.4269 eV. As for the spin multiplicity: 3. The HOMO-LUMO gap is 7.6 eV. The value obtained for the strongest force on any atom is 0.07807 hartree/bohr.